Entry 1:
{"formula": "C17H20ClNO4", "method": "ωB97M-V/def2-TZVPD", "gap_ha": 0.320, "charge": 0, "total_energy_ha": -1475.62320, "e_above_lowest_kcal_mol": 59.30, "smiles": "C[C@@H](Cl)CC1=C(CCCNCc2ccccc2O)C(=O)OC1=O", "elements": ["C", "C", "Cl", "C", "C", "C", "C", "C", "C", "N", "C", "C", "C", "C", "C", "C", "C", "O", "C", "O", "O", "C", "O", "H", "H", "H", "H", "H", "H", "H", "H", "H", "H", "H", "H", "H", "H", "H", "H", "H", "H", "H", "H"], "positions_angstrom": [[4.914, 1.509, 1.021], [4.079, 0.173, 1.032], [2.475, 0.317, 1.871], [3.972, -0.424, -0.430], [2.640, -0.098, -1.163], [1.548, -0.916, -1.266], [1.266, -2.337, -0.719], [0.200, -2.406, 0.445], [-1.016, -1.424, 0.308], [-1.941, -1.788, -0.783], [-2.867, -0.696, -1.159], [-3.293, 0.260, 0.010], [-4.122, -0.210, 1.112], [-4.528, 0.725, 2.153], [-4.103, 2.116, 2.052], [-3.251, 2.617, 0.968], [-2.849, 1.661, -0.077], [-2.058, 2.120, -1.131], [0.592, -0.042, -2.149], [-0.196, -0.532, -2.894], [0.919, 1.294, -1.907], [2.344, 1.254, -1.909], [3.081, 2.057, -2.368], [5.319, 1.766, 2.040], [4.336, 2.373, 0.594], [5.814, 1.315, 0.377], [4.690, -0.562, 1.627], [4.798, 0.042, -1.035], [4.120, -1.539, -0.424], [2.238, -2.715, -0.288], [0.991, -2.994, -1.592], [0.691, -2.199, 1.438], [-0.181, -3.469, 0.466], [-0.644, -0.369, 0.260], [-1.599, -1.501, 1.276], [-2.545, -2.560, -0.487], [-2.517, -0.059, -2.005], [-3.816, -1.195, -1.517], [-4.413, -1.287, 1.105], [-5.183, 0.340, 2.971], [-4.446, 2.835, 2.837], [-2.951, 3.691, 0.918], [-2.507, 2.858, -1.578]]}

---

Entry 2:
{"formula": "C16H34N5S2", "method": "ωB97M-V/def2-TZVPD", "gap_ha": 0.327, "charge": 1, "total_energy_ha": -1700.01825, "e_above_lowest_kcal_mol": 11.76, "elements": ["C", "H", "H", "H", "C", "C", "H", "H", "C", "N", "C", "N", "H", "C", "H", "H", "C", "N", "C", "H", "C", "N", "H", "C", "N", "H", "C", "H", "C", "C", "C", "H", "H", "H", "H", "H", "H", "H", "H", "S", "C", "H", "H", "C", "H", "H", "H", "H", "H", "H", "H", "S", "H", "H", "H", "H", "H"], "positions_angstrom": [[3.462, 0.131, -4.478], [3.645, -0.114, -5.520], [4.260, 0.783, -4.135], [3.497, -0.789, -3.898], [2.109, 0.814, -4.322], [1.833, 1.164, -2.861], [2.641, 1.788, -2.478], [1.816, 0.252, -2.264], [0.527, 1.935, -2.666], [-0.636, 1.191, -3.129], [-1.283, 0.245, -2.464], [-0.969, -0.135, -1.251], [-0.177, 0.331, -0.728], [-1.709, -1.119, -0.496], [-1.537, -0.916, 0.559], [-2.777, -1.002, -0.703], [-1.326, -2.590, -0.843], [-0.090, -3.116, -0.354], [-0.007, -3.635, 0.984], [-0.918, -4.185, 1.219], [0.231, -2.542, 2.062], [0.900, -1.421, 1.433], [-2.694, 0.249, -4.321], [0.669, -0.140, 1.781], [0.123, 0.114, 2.976], [0.088, -0.626, 3.662], [-0.280, 1.420, 3.451], [-0.267, 2.100, 2.599], [-1.673, 1.358, 4.075], [-2.096, 2.696, 4.682], [-2.296, 3.791, 3.641], [-3.008, 3.472, 2.882], [-2.685, 4.687, 4.116], [-1.360, 4.050, 3.153], [-3.033, 2.545, 5.221], [-1.346, 3.015, 5.408], [-1.674, 0.598, 4.861], [-2.398, 1.058, 3.315], [0.443, 1.779, 4.191], [0.995, 1.105, 0.696], [1.850, -1.788, 0.406], [2.377, -0.892, 0.077], [2.577, -2.470, 0.859], [1.144, -2.486, -0.775], [0.926, -1.778, -1.574], [1.815, -3.252, -1.181], [0.827, -2.957, 2.884], [-0.729, -2.204, 2.461], [0.826, -4.344, 0.999], [-2.127, -3.227, -0.464], [-1.319, -2.681, -1.934], [-2.654, -0.543, -3.247], [-0.892, 1.351, -4.092], [0.556, 2.861, -3.242], [0.400, 2.191, -1.613], [1.329, 0.148, -4.699], [2.095, 1.726, -4.923]]}

---

Entry 3:
{"formula": "C3H2FN3O3", "method": "ωB97M-V/def2-TZVPD", "gap_ha": 0.404, "charge": 0, "total_energy_ha": -605.24699, "elements": ["C", "C", "C", "N", "N", "N", "O", "O", "O", "F", "H", "H"], "positions_angstrom": [[-0.493, -1.533, 0.801], [1.659, -0.893, 0.761], [-0.182, 0.605, -0.031], [0.675, -1.854, 1.043], [-1.060, -0.434, 0.353], [1.134, 0.287, 0.202], [2.821, -1.049, 0.939], [-0.573, 1.627, -0.506], [-1.882, -2.792, 0.837], [-1.409, -3.899, 1.462], [-2.058, -0.345, 0.205], [1.808, 1.000, -0.061]]}

---

Entry 4:
{"formula": "C4H11N2", "method": "ωB97M-V/def2-TZVPD", "gap_ha": 0.339, "charge": 1, "total_energy_ha": -268.18556, "e_above_lowest_kcal_mol": 74.88, "smiles": "C[NH2+]C/C=C/N", "elements": ["C", "N", "C", "C", "C", "N", "H", "H", "H", "H", "H", "H", "H", "H", "H", "H", "H"], "positions_angstrom": [[2.519, -0.521, 0.079], [1.223, 0.036, 0.450], [0.361, 0.640, -0.674], [-0.922, 0.776, 0.029], [-2.028, -0.103, -0.198], [-3.296, -0.371, 0.232], [3.050, -1.051, 0.798], [2.457, -1.115, -0.745], [3.137, 0.222, -0.152], [0.831, -0.744, 1.002], [1.459, 0.684, 1.200], [0.920, 1.619, -1.085], [0.500, -0.184, -1.369], [-0.899, 1.546, 0.641], [-1.854, -0.761, -0.933], [-3.898, -0.889, -0.282], [-3.558, 0.216, 1.006]]}

---

Entry 5:
{"formula": "C2H2O5S", "method": "ωB97M-V/def2-TZVPD", "gap_ha": 0.417, "charge": 0, "total_energy_ha": -851.69493, "e_above_lowest_kcal_mol": 0.00, "elements": ["C", "C", "O", "O", "O", "O", "O", "S", "H", "H"], "positions_angstrom": [[-0.018, -0.271, -0.642], [-0.046, -1.258, -1.700], [0.228, -1.451, -0.184], [1.150, 2.097, 1.801], [0.075, -0.025, 2.274], [0.235, 0.834, -0.310], [-1.265, 1.873, 1.484], [-0.039, 1.280, 1.790], [0.702, -1.416, -2.580], [-1.023, -1.663, -1.933]]}

---

Entry 6:
{"formula": "H2N2O2S2", "method": "ωB97M-V/def2-TZVPD", "gap_ha": 0.351, "charge": 0, "total_energy_ha": -1057.45521, "e_above_lowest_kcal_mol": 21.76, "elements": ["N", "N", "O", "O", "S", "S", "H", "H"], "positions_angstrom": [[-1.701, -0.624, 0.340], [0.794, 0.646, -0.406], [-0.382, 2.724, -0.313], [0.537, -2.062, 0.348], [-0.299, 1.459, -1.031], [-1.016, -1.726, 0.945], [0.931, -1.511, -0.449], [1.137, 1.094, 0.566]]}

---

no.,M (g/mol)
1,337.803
2,360.617
3,147.065
4,87.146
5,138.100
6,126.162